--- w ---
The following is a DFT calculation (ωB97M-V/def2-TZVPD) of C4H6N2O in the gas phase.

Atoms and positions in Å:
O: 2.9433 -0.1516 -0.6293
N: 0.1241 0.1487 1.1234
N: 1.4496 0.1963 0.9533
C: -2.0204 -0.0329 -0.0629
C: 1.6367 0.0009 -0.3361
C: -0.5354 0.0036 -0.0451
C: 0.4154 -0.1012 -1.0462
H: -2.4275 0.9603 0.1473
H: 0.2165 -0.2510 -2.1006
H: 3.2013 -0.1486 0.3285
H: -2.3966 -0.7255 0.6972
H: -0.2321 0.4633 2.0092
H: -2.3751 -0.3624 -1.0386

Computed properties:
Highest occupied orbital energy (eV): -8.69

Here are the Löwdin charges for atoms 1 to 4, given in e: 0.05, 0.01, 0.06, -0.03

=====

--- x ---
The following is a DFT calculation (ωB97M-V/def2-TZVPD) of C4H6N2O in the gas phase.

Atoms and positions in Å:
O: -0.6949 -0.4554 0.5742
N: 2.7255 -0.6749 -0.4860
N: 4.5135 0.6712 0.4671
C: 0.6097 -0.3528 0.7617
C: 3.5317 0.1925 0.0329
C: 1.5243 -1.0099 -0.2836
C: -1.2492 0.4163 -0.4522
H: 0.7739 0.7757 0.7852
H: 1.0025 -1.8854 -0.7672
H: -0.8057 1.4050 -0.1720
H: -0.9456 0.1965 -1.4001
H: -2.3136 0.6939 -0.4383
H: 0.8571 -0.8321 1.6383

Computed properties:
Highest occupied orbital energy (eV): -9.75

Here are the Löwdin charges for atoms 1 to 4, given in e: -0.17, 0.08, 0.14, -0.27

=====

Need the numbers? Relative energies in kcal/mol: w 0.0; x 54.5.

=====

--- w ---
The following is a DFT calculation (ωB97M-V/def2-TZVPD) of a molecular structure, C4H6N2O.

Atoms and positions in Å:
O: 1.6739 1.8557 0.6168
N: 1.3519 -0.2178 0.2484
N: -0.4375 1.1072 -0.4139
C: -0.7847 -0.3216 -0.6753
C: 0.8532 0.9889 0.1599
C: -1.4468 0.4080 0.4229
C: 0.4403 -1.2029 -0.3415
H: -1.1732 0.1561 1.4486
H: 2.2722 0.6364 0.7422
H: 0.8541 -1.6512 -1.2570
H: -1.3323 -0.5163 -1.5981
H: -2.4647 0.7781 0.2950
H: 0.1936 -2.0206 0.3520

Computed properties:
Highest occupied orbital energy (eV): -9.48

Here are the Löwdin charges for atoms 1 to 4, given in e: 0.02, 0.04, 0.07, -0.21

=====

--- x ---
The following is a DFT calculation (ωB97M-V/def2-TZVPD) of C4H6N2O in the gas phase.

Atoms and positions in Å:
O: -0.0319 -0.5635 -1.6103
N: 0.8308 -1.1207 -0.6646
N: -1.5977 1.0943 -1.8696
C: 0.6270 -0.4367 0.4322
C: 1.3845 -0.7794 1.6782
C: -0.7203 0.4293 -1.0463
C: -0.3541 0.5774 0.2596
H: -2.3876 1.5020 -1.3913
H: 1.3540 -1.8578 1.8568
H: -0.7189 1.2890 0.9848
H: 0.9513 -0.2679 2.5423
H: 2.4357 -0.4857 1.5933
H: -1.8668 0.5628 -2.6869

Computed properties:
Highest occupied orbital energy (eV): -8.58

Here are the Löwdin charges for atoms 1 to 4, given in e: 0.00, 0.10, 0.14, -0.37

=====

--- y ---
The following is a DFT calculation (ωB97M-V/def2-TZVPD) of C4H6N2O in the gas phase.

Atoms and positions in Å:
O: -0.8759 -0.4241 0.6402
N: 3.5851 0.3145 -0.8557
N: -2.2739 0.4954 -0.9339
C: 2.6616 0.1182 -0.1891
C: 0.2265 -0.2624 -0.2509
C: 1.4657 -0.1079 0.6292
C: -2.0756 0.0145 0.2184
H: 0.3388 -1.1428 -0.8957
H: 1.6085 -1.0050 1.2428
H: -2.8068 -0.1071 1.0241
H: 1.3322 0.7446 1.3046
H: -3.2483 0.7520 -1.0489
H: 0.0623 0.6102 -0.8851

Computed properties:
Highest occupied orbital energy (eV): -10.69

Here are the Löwdin charges for atoms 1 to 4, given in e: -0.07, 0.14, 0.11, -0.22

=====

--- z ---
The following is a DFT calculation (ωB97M-V/def2-TZVPD) of C4H6N2O in the gas phase.

Atoms and positions in Å:
O: 0.9519 -1.1489 -0.6001
N: -0.4183 -0.9561 -0.7535
N: 2.6869 -0.0065 0.2820
C: 0.3621 0.7986 0.5975
C: 1.3512 -0.0767 0.1275
C: -2.1725 0.5397 0.0886
C: -0.7228 0.1629 0.0482
H: -0.8689 -1.8354 -0.5096
H: 3.3010 -0.5471 -0.3072
H: -2.8165 -0.2179 -0.3719
H: -2.4866 0.7033 1.1225
H: -2.3186 1.4799 -0.4534
H: 3.0303 0.8571 0.6718

Computed properties:
Highest occupied orbital energy (eV): -7.95

Here are the Löwdin charges for atoms 1 to 4, given in e: 0.01, 0.05, 0.17, 0.00

=====

Need the numbers? Relative energies in kcal/mol: w 50.3; x 6.8; y 0.0; z 59.6.

=====

--- w ---
The following is a DFT calculation (ωB97M-V/def2-TZVPD) of C4H6N2O in the gas phase.

Atoms and positions in Å:
O: 1.4289 -0.5655 0.1699
N: -0.4204 0.8033 -0.3027
N: -1.9827 -0.5021 0.5704
C: -0.8357 -1.3786 0.4480
C: 2.3013 0.4344 -0.3600
C: 0.1242 -0.3671 0.0847
C: -1.7125 0.6615 0.0149
H: 2.0240 0.6484 -1.3925
H: -1.2097 -1.6006 -0.6093
H: -2.4801 1.3808 -0.2208
H: 2.2659 1.3602 0.2243
H: 3.3069 0.0105 -0.3129
H: -2.8487 -0.8873 0.9169

Computed properties:
Highest occupied orbital energy (eV): -8.09

Here are the Löwdin charges for atoms 1 to 4, given in e: -0.04, 0.13, -0.01, -0.10

=====

--- x ---
The following is a DFT calculation (ωB97M-V/def2-TZVPD) of C4H6N2O in the gas phase.

Atoms and positions in Å:
O: 2.4449 -1.1141 -0.0349
N: -2.2269 -0.4474 0.0154
N: 0.0895 -0.9848 0.1735
C: 1.1324 0.9807 0.0587
C: -0.2717 1.2081 0.1233
C: -0.8934 -0.0155 0.1906
C: 1.3057 -0.3753 0.0914
H: -0.7597 2.1685 0.0296
H: 1.9342 1.7045 -0.0026
H: 2.8410 -0.8299 -0.8678
H: -2.8723 -0.2930 0.7779
H: -0.1010 -1.9728 0.2604
H: -2.6227 -0.0290 -0.8155

Computed properties:
Highest occupied orbital energy (eV): -7.77

Here are the Löwdin charges for atoms 1 to 4, given in e: 0.05, 0.07, 0.14, -0.05

=====

Need the numbers? Relative energies in kcal/mol: w 58.5; x 0.0.

=====

--- w ---
The following is a DFT calculation (ωB97M-V/def2-TZVPD) of C4H6N2O in the gas phase.

Atoms and positions in Å:
O: 0.6571 -2.1782 0.3590
N: -0.2386 1.2562 -0.2041
N: 1.9270 0.8213 -0.0872
C: -1.3117 -0.6900 -0.1699
C: 0.0640 -0.9484 0.2152
C: 0.7221 0.2297 0.1327
C: -1.4791 0.6210 -0.4508
H: -2.3673 1.2098 -0.6596
H: -2.0637 -1.4599 -0.2556
H: -0.3206 1.9706 0.5242
H: 0.2210 -2.6453 1.0854
H: 2.8139 0.3465 0.1362
H: 1.2822 1.5343 -0.7611

Computed properties:
Highest occupied orbital energy (eV): -7.16

Here are the Löwdin charges for atoms 1 to 4, given in e: 0.03, -0.02, 0.07, -0.03

=====

--- x ---
The following is a DFT calculation (ωB97M-V/def2-TZVPD) of 2 unconnected molecules or ions with the total composition C4H6N2O.

Atoms and positions in Å:
O: -0.4148 -1.8454 0.5679
N: 0.8059 1.1124 1.5634
N: 0.1355 0.1882 -0.3778
C: 0.4129 -0.0521 2.0334
C: 0.4675 1.4011 0.1444
C: -0.7603 -2.3299 -0.7476
C: 0.0287 -0.6359 0.6399
H: -1.1372 -3.3388 -0.5907
H: 0.4031 3.5089 -1.2089
H: -1.5194 -1.6791 -1.1842
H: 1.0921 1.8728 2.1671
H: 0.1273 -2.3308 -1.3822
H: 0.3586 4.1285 -1.6246

Computed properties:
Highest occupied orbital energy (spin up / spin down) (eV): -8.99 / -8.99

Here are the Löwdin charges for atoms 1 to 4, given in e: 0.00, -0.05, 0.06, 0.07

=====

Need the numbers? Relative energies in kcal/mol: w 0.0; x 75.9.

=====

--- w ---
The following is a DFT calculation (ωB97M-V/def2-TZVPD) of C4H6N2O in the gas phase.

Atoms and positions in Å:
O: -2.0278 0.9665 2.0064
N: -0.1120 -0.9941 -1.7966
N: 1.9738 0.0980 0.9600
C: -0.6477 0.1712 0.2643
C: -1.3928 1.0917 0.8064
C: 1.6129 -0.3751 -0.1636
C: 0.1983 -0.3802 -0.5729
H: 2.2835 -0.8784 -0.8692
H: 0.3928 -1.8534 -1.9617
H: -2.3258 1.8248 2.3255
H: 2.9787 -0.0129 1.0792
H: -1.1031 -1.1242 -1.9533
H: -1.8308 1.4661 -0.1245

Computed properties:
Highest occupied orbital energy (eV): -8.05

Here are the Löwdin charges for atoms 1 to 4, given in e: 0.00, 0.09, 0.10, 0.03

=====

--- x ---
The following is a DFT calculation (ωB97M-V/def2-TZVPD) of C4H6N2O in the gas phase.

Atoms and positions in Å:
O: 0.4701 0.8035 -1.5784
N: -1.8970 1.0161 -1.5356
N: 1.4911 0.2392 -0.7464
C: -0.5601 -0.2739 0.0542
C: 1.4377 -0.9352 1.4742
C: -0.7154 0.5134 -1.0397
C: 0.8385 -0.3563 0.2237
H: -2.5532 1.1643 -0.7799
H: 1.2409 -0.2379 2.2992
H: 0.9221 -1.8683 1.7260
H: -1.8551 1.8037 -2.1629
H: 2.5110 -1.1185 1.4324
H: -1.3307 -0.7500 0.6334

Computed properties:
Highest occupied orbital energy (eV): -8.59

Here are the Löwdin charges for atoms 1 to 4, given in e: 0.01, 0.14, 0.12, -0.01

=====

--- y ---
The following is a DFT calculation (ωB97M-V/def2-TZVPD) of C4H6N2O in the gas phase.

Atoms and positions in Å:
O: 1.5073 2.2415 -0.5079
N: 0.8721 0.0381 0.0916
N: -1.2666 0.0035 -0.4881
C: 0.6055 1.2316 -0.5330
C: -0.5051 -1.9370 0.8563
C: -0.6955 1.1808 -0.9255
C: -0.3150 -0.6600 0.1091
H: -1.2515 1.9429 -1.4549
H: 0.0683 -1.9459 1.7904
H: -0.2323 -2.8189 0.2692
H: 1.7872 -0.3265 0.3127
H: -1.5666 -2.0012 1.1056
H: 0.9923 3.0512 -0.6255

Computed properties:
Highest occupied orbital energy (eV): -8.04

Here are the Löwdin charges for atoms 1 to 4, given in e: 0.07, 0.16, 0.09, -0.38

=====

Need the numbers? Relative energies in kcal/mol: w 76.9; x 26.3; y 0.0.